DFT (wB97M-V/def2-TZVPD) results for a molecular structure, C28H52MnN2O2Si2 in a non-equilibrium geometry.

Computed properties:
Electronic energy = -84019.7328 eV
Spin multiplicity = 5
Max |F| = 4.07 eV/A
HOMO level (alpha / beta) = -10.8 / -11.5 eV
Charge = +1
LUMO energy (alpha / beta) = -4.497 / -4.906 eV
Energy relative to the best compared isomer or geometry (same formula, charge and spin) = 193.6 kJ/mol

Positions of all 87 atoms, in Å:
O -0.516 -1.249 -1.762
O 0.942 1.205 -4.245
C 0.197 -2.477 -2.147
C -0.565 -3.700 -1.728
H 1.157 -2.413 -1.618
H 0.368 -2.408 -3.233
H -0.671 -3.738 -0.636
H 0.029 -4.576 -2.021
H -1.552 -3.755 -2.214
C -1.639 -0.796 -2.519
C -1.550 -1.070 -3.990
H -1.672 0.288 -2.292
H -2.544 -1.241 -2.073
H -0.628 -0.666 -4.418
H -2.417 -0.583 -4.457
H -1.609 -2.156 -4.191
C 0.535 2.465 -3.736
C 2.319 0.992 -4.494
C -0.760 2.863 -4.416
H 1.298 3.253 -3.886
H 0.370 2.319 -2.647
H -0.619 2.918 -5.508
H -1.082 3.832 -4.064
H -1.541 2.124 -4.206
C 2.560 0.881 -5.991
H 2.536 0.037 -4.002
H 2.954 1.786 -4.066
H 1.904 0.116 -6.419
H 3.599 0.598 -6.183
H 2.363 1.832 -6.501
H -0.614 -0.985 -0.015
Mn -0.013 -0.529 1.308
C 1.110 0.314 -0.122
Si 2.894 0.621 0.422
H 1.134 -0.230 -1.083
H 0.487 1.221 -0.321
C 4.057 -0.551 -0.496
C 3.160 0.321 2.251
C 3.362 2.386 -0.044
C -1.909 -1.225 0.968
Si -3.249 0.127 1.000
H -2.079 -1.848 1.891
H -2.200 -1.932 0.181
C -4.770 -0.355 -0.003
C -2.590 1.739 0.272
C -3.778 0.473 2.771
H 2.860 2.682 -0.975
H 4.448 2.457 -0.199
H 3.072 3.096 0.741
H 3.841 -1.594 -0.218
H 5.108 -0.331 -0.260
H 3.915 -0.451 -1.586
H 2.876 -0.688 2.557
H 2.585 1.021 2.860
H 4.221 0.450 2.503
H -3.366 2.212 -0.350
H -1.697 1.592 -0.352
H -2.341 2.437 1.085
H -4.739 1.004 2.803
H -3.038 1.075 3.312
H -3.902 -0.475 3.309
H -5.623 0.266 0.303
H -5.035 -1.408 0.171
H -4.610 -0.208 -1.078
C -1.205 3.567 5.059
C -0.903 3.600 3.692
C -0.433 2.451 3.056
C -0.309 1.259 3.810
C -0.517 1.253 5.190
C -0.995 2.403 5.818
N -0.045 0.034 3.192
N 0.023 -0.997 4.039
C 0.442 -2.162 3.419
C 0.729 -3.280 4.232
C 1.252 -4.430 3.658
C 1.525 -4.460 2.287
C 1.239 -3.345 1.464
C 0.640 -2.202 2.003
H -1.576 4.473 5.558
H -1.011 4.520 3.121
H -0.139 2.453 2.001
H -0.325 0.318 5.729
H -1.182 2.359 6.886
H 0.542 -3.160 5.303
H 1.446 -5.302 4.287
H 1.961 -5.358 1.845
H 1.501 -3.359 0.409

Cartesian forces (eV/Å) of the 3 atoms listed first:
O 0.7 -0.8 -0.1
O -0.1 0.4 0.0
C -0.8 1.3 -0.1

Löwdin charges, unit e, in atom order:
1. O -0.305
2. O -0.198
3. C -0.218
4. C -0.064
5. H 0.107
6. H 0.120
7. H 0.064
8. H 0.093
9. H 0.089
10. C -0.252
11. C -0.066
12. H 0.116
13. H 0.109
14. H 0.073
15. H 0.096
16. H 0.086
17. C -0.275
18. C -0.281
19. C -0.066
20. H 0.126
21. H 0.103
22. H 0.089
23. H 0.072
24. H 0.064
25. C -0.070
26. H 0.107
27. H 0.119
28. H 0.078
29. H 0.078
30. H 0.081
31. H 0.132
32. Mn 0.685
33. C -0.271
34. Si 0.431
35. H 0.017
36. H 0.028
37. C -0.175
38. C -0.181
39. C -0.174
40. C -0.245
41. Si 0.468
42. H 0.070
43. H 0.030
44. C -0.175
45. C -0.167
46. C -0.163
47. H 0.021
48. H 0.038
49. H 0.031
50. H 0.024
51. H 0.041
52. H 0.026
53. H 0.016
54. H 0.020
55. H 0.047
56. H 0.047
57. H 0.000
58. H 0.017
59. H 0.045
60. H 0.015
61. H 0.039
62. H 0.042
63. H 0.039
64. H 0.027
65. C -0.055
66. C -0.064
67. C -0.032
68. C -0.281
69. C -0.015
70. C -0.045
71. N -0.025
72. N 0.139
73. C -0.283
74. C 0.009
75. C -0.056
76. C -0.035
77. C -0.058
78. C -0.140
79. H 0.117
80. H 0.115
81. H 0.106
82. H 0.114
83. H 0.112
84. H 0.127
85. H 0.119
86. H 0.118
87. H 0.093